{
  "formula": "C24H19LaN3O2PS",
  "method": "wB97M-V/def2-TZVPD",
  "gap_ev": 6.610,
  "charge": 2,
  "max_force_ha_per_bohr": 0.04355,
  "e_above_lowest_kcal_mol": 4.2,
  "elements": ["La", "O", "C", "O", "C", "P", "C", "C", "C", "C", "C", "C", "C", "C", "C", "C", "C", "C", "H", "H", "H", "H", "H", "H", "H", "H", "H", "H", "H", "H", "N", "C", "C", "C", "C", "C", "C", "N", "C", "C", "C", "S", "C", "N", "H", "H", "H", "H", "H", "H", "H"],
  "positions_angstrom": [[1.213, -1.857, -0.199], [4.441, -0.570, 1.644], [3.857, -0.230, 0.663], [3.248, -1.159, -0.063], [3.628, 1.068, -0.021], [1.785, 1.289, -0.065], [1.420, 2.252, -1.555], [1.138, 1.497, -2.695], [0.729, 2.130, -3.847], [0.693, 3.519, -3.845], [1.078, 4.274, -2.751], [1.436, 3.639, -1.575], [1.384, 2.132, 1.488], [2.265, 2.108, 2.596], [1.834, 2.726, 3.742], [0.547, 3.286, 3.837], [-0.293, 3.325, 2.744], [0.134, 2.718, 1.564], [3.936, 0.937, -1.055], [4.184, 1.882, 0.394], [1.200, 0.418, -2.673], [0.405, 1.559, -4.734], [0.355, 4.006, -4.758], [1.007, 5.354, -2.778], [1.690, 4.197, -0.687], [3.258, 1.658, 2.535], [2.483, 2.811, 4.607], [0.197, 3.705, 4.770], [-1.269, 3.750, 2.777], [-0.499, 2.757, 0.681], [-3.012, -3.973, 0.032], [-3.564, -2.694, -0.015], [-4.883, -2.252, -0.011], [-5.075, -0.886, -0.039], [-4.015, 0.009, -0.156], [-2.695, -0.409, -0.134], [-2.499, -1.794, -0.074], [-1.295, -2.536, -0.054], [-1.664, -3.812, 0.006], [-0.622, -4.866, 0.030], [-0.727, -6.221, -0.066], [0.852, -6.902, -0.044], [1.508, -5.360, 0.076], [0.656, -4.370, 0.092], [-3.533, -4.836, 0.119], [-5.698, -2.971, 0.050], [-6.102, -0.537, -0.018], [-4.207, 1.065, -0.222], [-1.853, 0.239, -0.291], [-1.635, -6.811, -0.147], [2.579, -5.266, 0.126]],
  "forces_ev_per_angstrom": [[-0.05, 0.59, -0.21], [0.35, 1.04, 0.80], [0.80, -0.78, -0.20], [-1.01, -1.83, -0.80], [-0.27, 0.56, 0.03], [0.31, -0.55, 0.12], [0.38, -0.38, 0.70], [-0.32, 0.31, 0.21], [-0.10, -0.11, -0.48], [-0.20, 0.16, -0.91], [-0.31, 0.16, 0.11], [-0.17, -0.24, -0.20], [0.57, -0.17, -0.26], [-0.35, 0.13, -0.94], [-0.51, 0.39, 0.85], [0.29, 0.05, 0.05], [0.58, -0.83, -0.42], [-0.22, 0.43, 0.09], [0.03, 0.00, -0.14], [0.16, 0.60, 0.37], [-0.05, -0.26, 0.07], [0.34, 0.41, 0.54], [0.08, 0.08, 0.26], [0.15, -0.03, -0.12], [-0.01, 0.09, 0.09], [-0.31, 0.16, 0.06], [0.00, -0.21, -0.07], [0.21, 0.08, 0.07], [-0.47, 0.35, 0.20], [-0.01, -0.05, 0.06], [0.83, 0.49, -0.03], [-0.29, 0.36, -0.03], [0.14, -0.47, 0.27], [-0.65, -0.51, -0.25], [0.76, 0.40, 0.34], [-0.54, -1.08, -0.47], [0.48, -0.43, 0.15], [-0.74, 0.13, -0.04], [-0.05, -0.37, 0.07], [-1.15, 0.47, -0.22], [0.11, 0.24, 0.10], [-0.60, -0.14, 0.02], [0.52, -0.55, -0.05], [0.42, -0.25, 0.09], [0.18, 0.10, -0.03], [0.03, 0.32, -0.03], [0.18, 0.19, -0.02], [-0.19, 0.20, -0.04], [0.13, 0.47, 0.17], [0.32, 0.03, 0.02], [0.23, 0.26, 0.03]]
}



{
  "formula": "C24H19N2O7S8Ti",
  "method": "wB97M-V/def2-TZVPD",
  "gap_ev": [5.013, 5.014],
  "charge": -2,
  "max_force_ha_per_bohr": 0.04098,
  "e_above_lowest_kcal_mol": 30.1,
  "spin_multiplicity": 2,
  "elements": ["Ti", "O", "C", "S", "C", "C", "S", "S", "S", "O", "S", "O", "O", "O", "C", "C", "O", "N", "C", "C", "C", "C", "C", "C", "N", "H", "H", "H", "H", "H", "H", "H", "H", "H", "H", "O", "C", "C", "C", "C", "C", "S", "C", "C", "C", "C", "S", "C", "C", "C", "C", "S", "H", "H", "H", "H", "H", "H", "H", "H", "H"],
  "positions_angstrom": [[-0.123, -1.242, 0.662], [5.507, -3.166, -3.263], [4.558, -2.835, -2.579], [4.484, -1.341, -1.650], [2.884, -1.573, -0.952], [2.230, -2.702, -1.289], [0.653, -3.203, -0.758], [3.094, -3.786, -2.382], [2.280, -0.332, 0.118], [-2.641, -1.720, 2.859], [-1.960, -2.647, 1.965], [-2.341, -4.027, 2.132], [-2.051, -2.173, 0.536], [-0.431, -2.471, 2.165], [4.709, -1.682, 2.167], [3.426, -1.936, 2.923], [2.965, -3.045, 3.085], [2.841, -0.809, 3.446], [1.445, -0.789, 3.859], [0.738, 0.431, 3.306], [0.889, 1.606, 4.041], [0.325, 2.791, 3.608], [-0.400, 2.768, 2.432], [-0.515, 1.570, 1.755], [0.040, 0.416, 2.155], [5.296, -2.597, 2.154], [5.288, -0.868, 2.605], [4.445, -1.413, 1.142], [3.245, 0.073, 3.178], [1.379, -0.699, 4.948], [0.978, -1.727, 3.565], [1.454, 1.564, 4.964], [0.444, 3.703, 4.181], [-0.879, 3.647, 2.023], [-1.068, 1.527, 0.833], [-0.785, -0.126, -0.690], [-1.596, 0.549, -1.570], [-1.048, 1.973, -1.728], [0.273, 2.306, -1.723], [0.487, 3.699, -1.906], [-0.677, 4.394, -2.048], [-2.041, 3.361, -1.949], [-1.570, -0.132, -2.934], [-1.360, 0.420, -4.165], [-1.449, -0.533, -5.214], [-1.727, -1.782, -4.743], [-1.859, -1.815, -3.042], [-3.044, 0.629, -1.092], [-4.155, 0.827, -1.867], [-5.338, 0.969, -1.098], [-5.090, 0.868, 0.241], [-3.444, 0.570, 0.567], [1.047, 1.564, -1.565], [1.466, 4.160, -1.924], [-0.803, 5.455, -2.192], [-1.137, 1.468, -4.309], [-1.289, -0.305, -6.259], [-1.810, -2.697, -5.308], [-4.114, 0.859, -2.947], [-6.323, 1.112, -1.520], [-5.801, 0.894, 1.051]],
  "forces_ev_per_angstrom": [[1.01, -0.70, -1.71], [-0.02, 0.02, -0.01], [0.03, -0.05, 0.03], [0.00, 0.03, -0.07], [-0.08, -0.02, -0.04], [0.01, 0.07, 0.02], [0.03, 0.04, 0.01], [-0.01, 0.01, -0.02], [-0.26, -0.01, 0.22], [-0.06, -0.06, 0.05], [-0.13, 0.04, 0.32], [0.03, -0.02, -0.06], [-0.17, 0.05, 0.23], [-0.10, -0.08, 0.48], [0.01, -0.12, 0.03], [0.14, 0.13, 0.12], [-0.08, -0.09, 0.03], [0.04, 0.11, 0.06], [-0.02, -0.04, 0.02], [0.04, 0.11, 0.01], [-0.02, -0.03, 0.00], [-0.03, 0.01, -0.01], [0.02, 0.01, 0.02], [0.09, -0.05, -0.01], [-0.07, 0.40, 0.53], [0.02, -0.01, 0.03], [0.00, 0.02, -0.02], [0.05, 0.00, 0.14], [-0.06, -0.05, -0.21], [0.00, -0.15, 0.01], [-0.07, 0.04, -0.10], [-0.01, 0.01, 0.00], [0.00, 0.00, -0.01], [0.01, 0.01, 0.02], [0.12, 0.02, 0.01], [-0.32, 0.51, -0.09], [0.02, -0.08, 0.00], [0.05, -0.04, 0.01], [0.00, -0.06, 0.03], [-0.02, 0.01, -0.02], [0.02, 0.02, 0.00], [-0.01, -0.02, 0.01], [0.01, 0.08, -0.01], [-0.01, 0.02, 0.04], [-0.01, -0.03, 0.00], [0.02, 0.00, -0.02], [-0.02, -0.04, 0.04], [-0.09, -0.02, -0.18], [0.07, 0.02, 0.03], [-0.03, 0.00, 0.07], [-0.05, 0.00, -0.02], [-0.11, -0.03, -0.04], [-0.02, 0.02, 0.04], [0.00, 0.00, 0.00], [0.00, 0.00, 0.00], [0.00, 0.00, 0.00], [0.00, 0.00, 0.00], [0.00, 0.00, 0.00], [0.01, -0.01, -0.01], [-0.01, 0.00, 0.01], [-0.01, -0.02, -0.01]]
}



{
  "formula": "C24H19N3O5PtS",
  "method": "wB97M-V/def2-TZVPD",
  "gap_ev": [7.694, 6.696],
  "charge": 0,
  "max_force_ha_per_bohr": 0.02912,
  "e_above_lowest_kcal_mol": 0.0,
  "spin_multiplicity": 3,
  "elements": ["Pt", "C", "C", "C", "C", "C", "C", "C", "C", "C", "C", "C", "C", "C", "C", "C", "N", "H", "H", "H", "H", "H", "H", "H", "H", "H", "H", "O", "S", "O", "N", "C", "O", "C", "C", "C", "C", "C", "C", "H", "H", "H", "H", "N", "C", "C", "O", "O", "H", "H", "H", "H", "H"],
  "positions_angstrom": [[0.017, 0.113, -0.119], [4.310, -0.346, -0.546], [4.717, -0.211, 0.771], [3.777, -0.175, 1.783], [2.414, -0.249, 1.499], [1.993, -0.330, 0.149], [2.959, -0.432, -0.844], [1.397, -0.214, 2.554], [1.695, -0.169, 3.937], [0.681, -0.093, 4.848], [-0.661, -0.069, 4.417], [-1.760, 0.053, 5.287], [-3.036, 0.054, 4.795], [-3.265, -0.093, 3.417], [-2.221, -0.213, 2.542], [-0.895, -0.178, 3.019], [0.134, -0.243, 2.159], [5.042, -0.366, -1.342], [5.770, -0.149, 1.008], [4.116, -0.078, 2.802], [2.656, -0.573, -1.874], [2.717, -0.201, 4.278], [0.888, -0.047, 5.909], [-1.570, 0.157, 6.345], [-3.876, 0.163, 5.464], [-4.276, -0.110, 3.042], [-2.387, -0.327, 1.480], [-5.112, 2.804, -0.509], [-4.663, 1.961, -1.585], [-5.596, 1.683, -2.636], [-3.971, 0.593, -0.993], [-2.686, 0.572, -1.162], [-1.948, -0.379, -0.779], [-2.131, 1.774, -1.891], [-0.817, 2.027, -2.252], [-0.544, 3.178, -2.981], [-1.561, 4.059, -3.333], [-2.880, 3.800, -2.966], [-3.136, 2.654, -2.253], [-0.014, 1.312, -1.992], [0.470, 3.378, -3.296], [-1.331, 4.948, -3.903], [-3.686, 4.459, -3.247], [-0.404, 5.003, 0.028], [1.021, 4.706, 0.041], [1.207, 3.224, 0.360], [2.236, 2.624, 0.236], [0.088, 2.643, 0.806], [-0.587, 5.984, 0.200], [-0.626, 3.328, 0.821], [-0.835, 4.753, -0.858], [1.511, 5.264, 0.844], [1.562, 4.937, -0.887]],
  "forces_ev_per_angstrom": [[0.64, -1.10, 0.79], [-0.09, -0.09, 0.06], [0.09, 0.02, -0.03], [-0.18, -0.10, 0.07], [0.27, -0.09, -0.64], [-0.19, 0.41, 0.47], [-0.24, -0.03, -0.15], [-0.45, -0.05, 0.19], [-0.08, -0.02, 0.20], [0.07, 0.03, -0.21], [0.02, -0.06, -0.49], [-0.21, 0.01, 0.00], [0.16, 0.00, 0.24], [0.14, -0.02, -0.20], [-0.08, 0.08, -0.05], [-0.44, 0.03, 0.88], [0.58, 0.12, -1.07], [0.04, -0.08, -0.04], [0.04, 0.05, 0.03], [0.05, -0.01, 0.11], [-0.03, 0.15, -0.03], [0.07, 0.04, -0.04], [0.07, 0.01, 0.06], [-0.01, 0.00, 0.15], [-0.06, -0.01, 0.07], [-0.12, 0.01, -0.07], [-0.08, -0.03, -0.05], [0.18, -0.14, -0.05], [0.19, 0.31, 0.12], [0.22, -0.17, -0.06], [-0.59, 0.15, 0.00], [-0.53, 0.80, -0.53], [0.69, -0.40, 0.50], [0.24, 0.00, -0.17], [-0.13, -0.25, -0.05], [0.21, -0.02, 0.02], [-0.12, -0.02, 0.06], [-0.08, 0.07, -0.04], [-0.10, -0.56, 0.41], [-0.23, 0.40, -0.36], [0.10, 0.05, -0.02], [0.03, 0.02, -0.06], [-0.06, 0.15, -0.05], [-0.17, 0.34, -0.09], [0.05, -0.15, -0.07], [0.15, 0.51, -0.13], [-0.02, 0.12, -0.03], [-0.09, -0.32, 0.32], [-0.05, -0.11, 0.04], [0.22, 0.03, -0.07], [0.09, 0.09, 0.00], [-0.07, -0.04, -0.06], [-0.09, -0.13, 0.15]]
}